Here is C4H11NS in the gas phase from the Open Molecules 2025 dataset. Energies are from ωB97M-V with the def2-TZVPD basis set.

The geometry in XYZ format:
```
17
Properties=species:S:1:pos:R:3:nbo_charge:R:1
C -1.5287 -0.1703 -1.2833 -0.426
N -1.4374 0.1877 0.1384 -0.626
C -0.1088 0.1737 0.7199 -0.045
C 0.4491 -1.2631 0.8958 -0.646
C 0.8423 1.1141 -0.1078 -0.539
S 2.3450 1.5102 0.8023 -0.032
H -0.8913 0.5655 -1.7711 0.190
H -2.5525 -0.0087 -1.6255 0.204
H -1.2208 -1.1553 -1.6685 0.168
H -2.0549 -0.4461 0.6309 0.355
H -0.0159 0.6889 1.6877 0.193
H 0.8278 -1.6814 -0.0330 0.206
H -0.3153 -1.8829 1.3651 0.207
H 1.1684 -1.2210 1.7230 0.224
H 0.2401 2.0007 -0.3215 0.226
H 1.0891 0.6070 -1.0306 0.213
H 3.1640 0.9808 -0.1218 0.128
```

Values from the calculation:
Energy above the lowest of the compared OMol25 structures with the same formula, charge and spin = 75.3 kJ/mol
2S+1 = 1
Strongest force on any atom = 0.033 Eh/bohr
HOMO level = -8.9 eV
Charge = 0
Kohn-Sham gap = 9.8 eV
Total energy = -611.913441 hartree